[1]
15
Properties=species:S:1:pos:R:3 method="wB97M-V/def2-TZVPD" charge=-2 gap_ev=5.91 smiles="O=C([O-])NCCC[S-]" spin_multiplicity=1 homo_ev=0.0 relative_energy_ev=0.668 total_energy_ev=-20681.6998
O 2.437 -1.665 1.318
C 1.467 -2.221 0.808
O 1.324 -3.437 0.618
N 0.291 -1.398 0.439
C 0.439 0.132 0.390
C -0.816 1.029 0.307
C -1.038 1.395 -1.151
S -2.547 2.316 -1.588
H -0.195 -1.914 -0.281
H 1.112 0.523 -0.434
H 1.107 0.391 1.233
H -1.764 0.581 0.761
H -0.702 1.996 0.794
H -0.996 0.362 -1.658
H -0.118 1.911 -1.555



[2]
10
Properties=species:S:1:pos:R:3 method="wB97M-V/def2-TZVPD" gap_ev=9.40 spin_multiplicity=1 homo_ev=-10.3 relative_energy_ev=3.579 total_energy_ev=-12263.4027
O -0.103 1.480 -1.777
C 0.339 0.775 -0.916
N 1.660 0.562 -0.663
C 1.725 -0.228 0.380
O 0.578 -0.666 0.848
C -0.373 -0.087 0.102
N -1.613 -0.317 0.249
O -1.762 -1.136 1.323
H 2.550 -0.514 0.978
H -2.718 -1.382 1.366



[3]
10
Properties=species:S:1:pos:R:3 method="wB97M-V/def2-TZVPD" gap_ev=11.28 smiles="Cl[C@H]1C=C[C@@H]1Cl" spin_multiplicity=1 homo_ev=-10.3 relative_energy_ev=1.293 total_energy_ev=-29255.3658
Cl -1.683 1.641 0.918
C -0.836 0.106 0.638
C -0.686 -0.273 -0.814
C 0.602 -0.305 -0.946
C 0.868 0.204 0.517
Cl 1.800 -0.706 1.650
H -1.070 -0.819 1.196
H -1.533 -0.343 -1.673
H 1.132 -0.647 -1.842
H 1.406 1.142 0.357



[4]
4
Properties=species:S:1:pos:R:3 method="wB97M-V/def2-TZVPD" charge=+1 gap_ev=11.71 spin_multiplicity=1 homo_ev=-15.8 relative_energy_ev=0.470 total_energy_ev=-2622.2142
Cs 30.798 -12.925 -10.143
O 28.966 -12.072 -12.901
H 28.079 -12.148 -13.275
H 29.106 -12.940 -12.554